Record 1
Density functional theory data (wB97M-V/def2-TZVPD) for C15H39N5O3P2SSi2 as an isolated structure at a distorted geometry.

CARTESIAN COORDINATES (ANGSTROEM)
1 C -1.1238 -1.5640 3.6150
2 C -1.7903 -2.6353 3.0461
3 N -2.0705 -2.8239 1.6563
4 C -3.4514 -2.9817 1.5165
5 N -4.0404 -4.1488 1.6928
6 P -3.2073 -5.6714 2.0365
7 S -1.8271 -6.1816 0.8174
8 N -4.2808 -1.9534 1.1930
9 C -3.7508 -0.6335 1.6188
10 P -4.8566 0.8143 1.2765
11 N -4.8033 1.2960 -0.1817
12 O -4.3164 1.9975 2.2581
13 O -6.3603 0.4720 1.7730
14 C -2.4055 -0.4103 0.9521
15 C -1.6583 -1.7333 0.7347
16 C -0.1416 -1.4794 0.5747
17 C 0.7738 -2.6347 0.9553
18 C 2.1671 -2.3206 0.3580
19 O 0.3615 -3.8718 0.3980
20 H -1.6673 -0.6334 3.7302
21 H -0.0831 -1.6411 3.9027
22 H -2.1608 -3.4277 3.7015
23 H -5.0497 -4.1821 1.6065
24 H -2.8258 -5.6418 3.3943
25 H -4.2741 -6.5927 1.9643
26 H -5.1398 -2.1132 1.7122
27 H -3.5874 -0.6797 2.7074
28 H -4.4425 2.2470 -0.1561
29 H -3.6685 1.6261 2.8783
30 H -6.2854 -0.1568 2.5113
31 H -2.5501 0.0187 -0.0396
32 H -1.7848 0.2850 1.5137
33 H -1.9969 -2.0624 -0.2485
34 H 0.0134 -1.1774 -0.4602
35 H 0.0815 -0.6045 1.1828
36 H 0.9076 -2.6563 2.0418
37 H 2.4816 -1.3287 0.6797
38 H 1.9963 -2.2339 -0.7148
39 H 2.8938 -3.0985 0.5809
40 H 1.1797 -4.3306 0.1698
41 C 5.6995 4.5489 -1.4696
42 Si 4.3660 3.5252 -2.3355
43 C 5.2430 2.0321 -3.1022
44 C 3.6966 4.5923 -3.7472
45 N 3.1919 3.1022 -1.1967
46 Si 1.8313 2.1912 -1.5442
47 C 2.2132 0.4434 -2.1509
48 C 0.6800 3.0028 -2.8058
49 C 0.8437 1.9754 0.0588
50 H 6.4844 4.8465 -2.1745
51 H 5.2670 5.4554 -1.0411
52 H 6.1643 3.9721 -0.6671
53 H 6.1357 2.3492 -3.6547
54 H 4.5985 1.5026 -3.8080
55 H 5.5597 1.3326 -2.3259
56 H 3.0972 5.4157 -3.3543
57 H 3.0817 4.0119 -4.4385
58 H 4.5197 5.0237 -4.3297
59 H 2.5971 0.4402 -3.1718
60 H 1.2995 -0.1717 -2.1421
61 H 2.9486 -0.0318 -1.4992
62 H 0.5011 4.0467 -2.5442
63 H -0.2930 2.4921 -2.8349
64 H 1.0951 2.9605 -3.8139
65 H 0.5383 2.9467 0.4522
66 H 1.4479 1.4632 0.8140
67 H -0.0631 1.3789 -0.1224

lowest unoccupied orbital energy = -0.0904 hartree
E = -74944.989 eV
HOMO-LUMO gap = 2.7 eV
highest occupied orbital energy = -5.188 eV

***

Record 2
Density functional theory data (wB97M-V/def2-TZVPD) for a 2-piece molecular cluster, C4H9NO overall.

CARTESIAN COORDINATES (ANGSTROEM)
1 C -0.3938 -1.7922 0.1954
2 C -0.3856 -0.3540 -0.2714
3 C -1.2436 1.7347 0.2078
4 C 0.8006 0.4303 -0.2096
5 O 0.6937 1.6853 -0.2387
6 N 2.0337 -0.1130 -0.0648
7 H 0.0797 -1.8937 1.1784
8 H 0.1245 -2.4885 -0.4901
9 H -1.4193 -2.1656 0.2885
10 H -0.9197 -0.1752 -1.2018
11 H -1.1314 2.7477 -0.1807
12 H -2.1525 1.2756 -0.1538
13 H -1.1103 1.6632 1.2799
14 H 2.2024 -1.0637 -0.3435
15 H 2.8216 0.5092 0.0043

lowest unoccupied orbital energy (alpha / beta) = 0.0200 / 0.0200 hartree
E = -7827.860 eV
HOMO-LUMO gap (alpha / beta) = 7.8 / 7.8 eV
highest occupied orbital energy (alpha / beta) = -7.276 / -7.276 eV